No. 1
22
Properties=species:S:1:pos:R:3 method="wB97M-V/def2-TZVPD" gap_ha=0.2942 total_charge=0
C 0.702 -2.108 -1.435
C 0.292 -2.681 -0.211
C 0.981 -2.039 0.847
C 1.921 -1.080 0.249
C 1.645 -1.094 -1.189
Sn 0.254 0.411 0.673
N -0.622 1.595 -0.836
C -2.009 1.426 -0.480
C -1.942 0.439 0.719
H 0.921 -2.292 1.903
H -0.388 -3.529 -0.094
H 2.832 -0.705 0.717
H 2.187 -0.526 -1.939
H 0.406 -2.453 -2.420
H -2.230 -0.588 0.495
H -2.703 1.106 -1.280
H -0.372 1.646 -1.817
H -2.355 0.844 1.632
H -2.412 2.372 -0.065
O 1.257 4.111 1.391
N 0.492 3.210 1.421
O 1.143 1.933 1.718

No. 2
22
Properties=species:S:1:pos:R:3 method="wB97M-V/def2-TZVPD" gap_ha=0.3448 total_charge=0 smiles="CC[C@H](N)C(=O)n1ccc(=O)o1"
C 0.123 -1.830 1.975
C 0.936 -1.551 0.674
C 0.145 -1.437 -0.612
N 1.130 -1.204 -1.709
C -1.057 -0.422 -0.489
O -2.202 -0.728 -0.286
N -0.708 0.949 -0.682
C -1.613 1.993 -0.712
C -0.940 3.172 -0.368
C 0.448 2.786 -0.186
O 1.390 3.514 0.127
O 0.534 1.453 -0.507
H -0.269 -2.841 2.065
H 0.775 -1.535 2.808
H -0.754 -1.113 2.045
H 1.357 -0.625 0.932
H 1.728 -2.233 0.613
H -0.250 -2.459 -0.808
H 1.258 -0.241 -1.861
H 2.018 -1.777 -1.534
H -2.674 1.929 -0.995
H -1.376 4.199 -0.488

No. 3
21
Properties=species:S:1:pos:R:3 method="wB97M-V/def2-TZVPD" gap_ha=0.3336 total_charge=0 smiles="C#CSC(=O)N1CCCCN1"
C -1.666 2.875 3.113
C -1.944 1.884 2.496
S -2.365 0.527 1.586
C -0.629 -0.125 1.623
O -0.165 -0.617 2.610
N -0.002 0.088 0.464
C 1.371 -0.342 0.255
C 1.384 -1.432 -0.813
C 0.693 -0.918 -2.076
C -0.711 -0.418 -1.720
N -0.683 0.572 -0.651
H -1.405 3.710 3.694
H 1.759 -0.707 1.205
H 1.959 0.528 -0.066
H 0.846 -2.301 -0.430
H 2.410 -1.731 -1.026
H 1.271 -0.094 -2.500
H 0.633 -1.713 -2.819
H -1.194 0.041 -2.584
H -1.337 -1.247 -1.380
H -0.224 1.421 -0.979

No. 4
22
Properties=species:S:1:pos:R:3 method="wB97M-V/def2-TZVPD" gap_ha=0.3257 total_charge=+1 smiles="C[NH+]1Cn2c(=O)ccc(=O)n2C1"
C 0.998 0.160 -2.806
N 0.733 0.102 -1.327
C 0.364 -1.221 -0.925
N -0.556 -0.797 0.452
C -0.648 -1.513 1.648
O -0.317 -2.660 1.587
C -0.969 -0.707 2.801
C -0.816 0.612 2.830
C -0.485 1.340 1.609
O -0.333 2.535 1.526
N -0.499 0.574 0.460
C -0.211 1.118 -0.778
H 0.146 0.333 -3.435
H 1.642 0.958 -3.160
H 1.620 -0.652 -3.057
H 1.684 0.386 -0.947
H 0.990 -1.968 -0.478
H -0.450 -1.740 -1.455
H -1.277 -1.290 3.638
H -0.746 1.135 3.749
H -0.996 1.179 -1.432
H 0.125 2.114 -0.499

No. 5
23
Properties=species:S:1:pos:R:3 method="wB97M-V/def2-TZVPD" gap_ha="0.2877 / 0.2289" total_charge=+1
C -1.672 -0.897 0.527
C -1.622 1.425 1.141
C -0.578 -0.999 1.277
C -2.205 0.434 0.333
C 1.398 -0.250 -2.791
C -3.124 0.648 -0.640
C 1.193 -0.151 2.674
N -0.630 1.203 1.940
N -0.061 0.035 1.952
N -1.195 0.197 -2.281
O -4.000 0.782 -1.356
O 0.366 0.751 -0.506
S 0.254 0.683 -1.937
H -2.197 -1.774 -0.015
H -2.014 2.363 1.164
H -0.133 -1.961 1.561
H 1.818 0.024 -3.796
H 1.467 -1.114 -2.146
H 2.161 -0.211 2.137
H 1.499 0.778 3.271
H 1.278 -1.151 3.234
H -1.567 0.217 -3.299
H 0.423 1.878 -2.430

No. 6
23
Properties=species:S:1:pos:R:3 method="wB97M-V/def2-TZVPD" gap_ha=0.3149 total_charge=+1
C 0.107 -2.319 -1.945
C -0.186 -2.520 -0.658
C 0.516 -1.068 -2.414
C -0.156 -1.460 0.239
C 0.572 0.037 -1.531
C 0.221 -0.173 -0.183
C 1.014 1.868 0.640
N -1.779 0.354 2.524
N 1.941 2.515 0.031
N 0.320 0.822 0.762
O -2.623 -0.137 1.466
O 3.071 2.306 0.401
O 1.619 3.509 -0.848
H 0.069 -3.087 -2.593
H -0.443 -3.623 -0.369
H 0.633 -1.042 -3.543
H -0.449 -1.705 1.349
H 0.879 1.077 -1.672
H -1.359 -0.492 2.847
H -0.410 0.551 1.629
H -3.416 -0.673 1.689
H -2.319 0.945 3.132
H 2.177 4.312 -0.952

No. 7
22
Properties=species:S:1:pos:R:3 method="wB97M-V/def2-TZVPD" gap_ha=0.3502 total_charge=+1
C 2.830 -1.404 -0.780
C 3.694 -0.670 0.004
C 1.420 0.006 0.072
C -2.160 -0.714 0.273
C -1.056 0.790 1.479
C -0.422 0.758 0.082
C -0.147 2.030 -0.633
N 1.494 -1.028 -0.672
N -1.311 -0.131 -0.615
N -2.841 -1.801 -0.082
O -2.059 -0.312 1.471
S 2.866 0.645 0.799
H 3.024 -2.242 -1.322
H 4.723 -0.570 0.019
H -0.503 0.661 2.403
H -1.658 1.808 1.666
H -1.097 2.387 -0.888
H 0.438 1.724 -1.423
H 0.179 2.729 0.131
H -0.961 -0.516 -1.443
H -2.959 -1.917 -1.067
H -3.494 -2.233 0.524

No. 8
21
Properties=species:S:1:pos:R:3 method="wB97M-V/def2-TZVPD" gap_ha=0.3218 total_charge=0 smiles=CC(C)n1cnc2nc[nH]c21
C -1.550 -0.728 -0.342
C -0.730 0.562 -0.155
C 0.458 0.576 -1.247
N -0.029 0.499 1.135
C 0.124 1.597 1.959
N 1.051 1.506 2.846
C 1.644 0.276 2.631
N 2.709 -0.574 3.049
C 2.675 -1.596 2.281
N 1.709 -1.489 1.316
C 1.018 -0.364 1.584
H -1.149 -1.455 0.439
H -1.403 -1.212 -1.283
H -2.680 -0.363 -0.295
H -1.291 1.453 -0.206
H 1.064 -0.365 -1.136
H 1.093 1.493 -1.076
H 0.051 0.665 -2.296
H -0.622 2.382 1.985
H 3.273 -2.498 2.337
H 1.382 -2.318 0.662

No. 9
21
Properties=species:S:1:pos:R:3 method="wB97M-V/def2-TZVPD" gap_ha=0.3245 total_charge=+2 smiles="C[NH+](C)/C=C/C=[N+](C#N)C#N"
C 1.472 1.033 -2.275
N 0.287 0.950 -1.427
C -1.008 1.038 -2.112
C 0.245 -0.207 -0.589
C 0.007 -0.118 0.727
C -0.040 -1.223 1.612
N -0.422 -1.278 2.810
C -0.386 -2.595 3.448
N -0.456 -3.600 3.987
C -0.690 -0.232 3.679
N -1.168 0.572 4.328
H 1.765 0.183 -2.752
H 1.364 1.795 -2.979
H 2.440 1.267 -1.752
H 0.408 1.691 -0.797
H -1.131 0.260 -2.877
H -1.824 0.901 -1.469
H -1.148 2.013 -2.551
H 0.333 -1.144 -1.233
H -0.367 0.857 1.030
H 0.317 -2.162 1.191

No. 10
22
Properties=species:S:1:pos:R:3 method="wB97M-V/def2-TZVPD" gap_ha=0.3432 total_charge=+1 smiles=Cc1cnc2nn(C)n[n+]2c1C
C -1.702 -1.820 2.054
C -1.296 -0.944 0.923
C -2.185 -0.725 -0.155
N -1.891 -0.057 -1.243
C -0.681 0.447 -1.307
N -0.083 1.104 -2.302
N 1.104 1.373 -1.873
C 2.061 2.043 -2.695
N 1.416 0.988 -0.691
N 0.214 0.335 -0.261
C -0.036 -0.353 0.872
C 1.004 -0.416 1.921
H -1.287 -1.480 2.998
H -2.785 -1.866 2.136
H -1.339 -2.832 1.868
H -3.188 -1.129 -0.121
H 1.844 3.111 -2.730
H 3.057 1.881 -2.287
H 1.985 1.649 -3.707
H 1.265 -1.448 2.146
H 1.897 0.117 1.609
H 0.627 0.023 2.845

No. 11
23
Properties=species:S:1:pos:R:3 method="wB97M-V/def2-TZVPD" gap_ha=0.3181 total_charge=+1
H -0.834 -2.978 -0.285
N -0.779 -1.962 -0.286
C 0.376 -1.590 0.103
N 1.526 -2.352 0.273
N 0.553 -0.240 0.423
C -0.404 0.706 0.218
C -1.799 0.584 -0.027
C -2.745 -0.389 0.125
C -3.454 -1.468 0.775
O -4.059 -0.477 -0.083
N -2.274 1.925 -0.325
C -1.286 2.714 -0.282
N -0.092 2.007 0.196
C 1.171 2.562 0.563
H 2.400 -2.171 -0.108
H 1.345 -3.372 0.102
H 1.476 0.030 0.795
H -3.319 -2.447 0.213
H -3.880 -1.563 1.795
H -1.255 3.843 -0.219
H 0.890 3.689 0.575
H 1.240 2.348 1.595
H 2.001 2.326 -0.100

No. 12
26
Properties=species:S:1:pos:R:3 method="wB97M-V/def2-TZVPD" gap_ha=0.2794 total_charge=+1
N -4.446 3.580 1.316
C -3.135 3.227 1.409
N -2.871 2.305 2.534
C -1.412 2.146 2.356
N -0.920 2.955 1.230
N 0.407 3.043 0.814
C 0.526 2.078 -0.119
O 0.647 1.420 -1.157
N -1.964 3.601 0.630
H -5.128 3.193 0.639
H -4.799 4.245 2.038
H -0.741 1.485 3.007
H -1.957 4.228 -0.193
C 1.669 -1.560 -2.087
C 1.487 -2.716 -1.124
C 2.601 -2.845 -0.127
O 2.604 -4.237 0.154
C 2.106 -4.859 -0.953
O 2.157 -6.041 -1.148
O 1.545 -3.959 -1.813
H 0.770 -1.434 -2.698
H 1.857 -0.624 -1.556
H 2.493 -1.750 -2.780
H 0.512 -2.646 -0.627
H 2.412 -2.270 0.782
H 3.582 -2.567 -0.527

Calculated energy above the lowest of the compared OMol25 structures with the same formula, charge and spin (eV), listed in the same order as above: 0.0178, 3.0565, 2.5985, 3.3619, 5.7657, 7.2523, 2.4616, 1.8246, 5.5521, 1.3376, 3.4477, 3.1411